No. 1
{
  "formula": "C7H9N2O3",
  "method": "wB97M-V/def2-TZVPD",
  "elements": ["C", "C", "C", "C", "C", "C", "C", "N", "N", "O", "O", "O", "H", "H", "H", "H", "H", "H", "H", "H", "H"],
  "coordinates": [[2.50218, -1.14103, -0.45754], [0.56102, -0.16372, -0.41679], [2.50593, 1.35121, 0.45898], [-2.28059, -1.24623, -0.01064], [-0.69602, 1.30228, 1.12497], [-1.80297, -0.06109, -0.81108], [-0.59732, 0.52373, -0.10724], [1.84383, -0.07018, 0.05048], [1.79379, -1.84584, -1.28117], [2.09115, 1.62509, 1.53104], [3.34257, 1.72937, -0.28785], [0.54775, -1.29596, -1.23087], [3.62423, -1.12466, -0.33321], [-3.00078, -0.94115, 0.78059], [-1.31253, -1.74000, 0.35677], [-2.82800, -1.86097, -0.71836], [-1.77197, 1.32969, 1.44816], [-0.52507, 2.29033, 1.03002], [0.04614, 1.04104, 1.87346], [-1.47394, -0.37281, -1.87740], [-2.56939, 0.67092, -1.12231]],
  "smiles": "CC/C(C)=C1\\ON=CN1C(=O)[O-]",
  "charge": -1,
  "e_homo_ha": -0.1140,
  "total_energy_ha": -607.34583,
  "lumo_ev": 3.797,
  "e_above_lowest_kj_mol": 140.6
}

No. 2
{
  "formula": "C7H9N2O4",
  "method": "wB97M-V/def2-TZVPD",
  "elements": ["C", "C", "C", "C", "C", "C", "C", "N", "N", "O", "O", "O", "O", "H", "H", "H", "H", "H", "H", "H", "H", "H"],
  "coordinates": [[-1.02532, -0.92230, -0.44182], [-1.74714, -0.13566, -1.21692], [4.77710, 1.16002, 0.63402], [1.26898, -0.79147, 0.65323], [0.21042, -0.27395, -0.08802], [-1.77233, 2.26265, -1.33234], [2.28678, -2.83167, 1.45101], [0.24567, 1.03906, -0.71958], [-0.95253, 1.07750, -1.49460], [5.24487, 0.12588, 0.79630], [4.39883, 2.23268, 0.59523], [2.35352, -0.28002, 1.00741], [1.08430, -2.19313, 1.02283], [-1.25466, -1.93973, -0.27173], [-2.63614, -0.34063, -1.90543], [-1.26250, 3.15013, -1.61194], [-2.64170, 2.36519, -2.10079], [-2.05842, 2.59769, -0.34831], [2.19874, -3.01071, 2.52797], [3.05563, -2.12196, 1.21119], [2.24603, -3.76386, 0.72858], [0.38821, 1.86466, -0.13261]],
  "charge": -1,
  "e_homo_ha": -0.0505,
  "total_energy_ha": -682.55789,
  "lumo_ev": 3.312,
  "e_above_lowest_kj_mol": 336.8
}